Computed, not measured: an isolated molecule of C6H4S at a distorted geometry, with wB97M-V/def2-TZVPD.

```
11
C6H4S (wB97M-V/def2-TZVPD)
C 2.9742 -0.4798 -0.1969
H 3.9890 -0.5950 -0.4946
C 0.5070 0.3237 0.5535
C -1.8522 -0.1044 -0.0955
C -0.5767 0.3213 -0.4440
H 0.1561 0.0976 1.5267
H -3.8409 -1.0309 0.2095
S -0.0715 1.9937 0.0033
C 1.8959 -0.1266 0.2796
C -2.9560 -0.5152 0.0986
H -0.2249 0.1156 -1.4401
```

Calculated values
2S+1: 1
HOMO level: -9.311 eV
molecular weight: 108.2 g/mol
total energy: -17117.1928 eV
SMILES: C#C[C@H]1S[C@@H]1C#C

Mulliken population analysis, charges in e, atoms 1 to 4: number 1, C, carries 0.072; number 2, H, carries 0.417; number 3, C, carries -0.296; number 4, C, carries -0.923

Computed, not measured: C62H60N2O2P2Pd as an isolated structure at a distorted geometry, with wB97M-V/def2-TZVPD.

```
129
C62H60N2O2P2Pd (wB97M-V/def2-TZVPD)
H -4.5036 3.8291 -2.8459
H -1.3386 4.3269 -6.2337
C -1.3479 2.2227 -6.7270
H -2.0733 3.9728 -3.8988
H 1.9191 2.4583 -0.0780
C 8.5175 -4.2830 7.6309
C -0.9341 -2.9105 1.9781
C -5.3399 -0.2284 2.5595
O 7.1390 -4.4196 7.1781
C -1.9720 3.1182 -4.5678
H 3.7185 7.2635 -2.6324
C 5.1746 -3.6038 6.1430
C -1.5400 3.3146 -5.8784
H 8.6043 -3.4623 8.3505
C 1.4378 6.7407 -4.0428
H -3.9192 -1.7921 2.0781
N 2.2974 -5.6739 0.6991
C -1.0458 -4.2955 2.1002
P -2.6851 1.5382 -2.3625
C 4.5216 -2.6909 5.3694
C 0.7507 -4.9663 -1.0158
H -0.6693 -4.1300 -2.3633
C -0.4843 1.0113 2.9289
Pd -1.1141 0.3710 -1.2489
H 1.3243 7.8211 -3.8811
H -2.9621 6.7115 -0.0168
C 7.1361 -2.1528 6.2209
C -2.2699 1.8268 -4.1026
H 8.7397 -5.2339 8.1166
H -0.9467 2.3767 -7.7304
C -1.9380 -5.0015 1.2986
C 2.8364 6.9565 -2.0338
H 2.2995 7.8686 -1.7132
C 6.4732 -1.2530 5.4291
C 1.7379 4.7851 -2.5844
C 1.3213 2.0057 -2.1065
C 1.8962 -7.0688 0.5928
H -3.5568 -1.1099 -3.1731
C -4.1394 -0.7227 2.0494
H -7.8187 -0.9055 -2.5520
H -2.7029 2.2403 1.1556
H -1.1399 2.8151 -0.3212
H -4.8454 3.0998 2.0710
H 0.9837 1.9191 -4.2592
H -0.5687 -2.0956 -3.2713
C 0.9665 -0.4860 1.6785
C 2.0403 -0.1212 2.4827
H 2.7208 1.1345 4.0902
H 0.2263 -5.9305 -0.9629
H 2.8432 -4.4174 2.3194
H 1.1540 4.3224 -4.6206
H -5.8260 -2.1065 -3.4164
H 3.0118 -0.5879 2.3500
H 9.1896 -4.1278 6.7807
H -3.3833 -4.8844 -0.2905
C -0.3016 0.0727 1.9031
C -4.3126 0.7466 -2.3355
C 1.9323 4.2196 -1.2915
H -1.5290 0.0895 -6.9460
H 1.0935 -1.2274 0.8840
C -2.5422 -2.9523 0.1595
H -6.5540 1.5115 2.9363
H -7.5485 1.2981 -1.4437
C 6.5247 -3.3927 6.5398
C -1.6617 0.9395 -6.2796
H 0.4739 2.1412 4.4830
H -6.0689 -0.9257 2.9652
H 0.9921 -7.2698 1.1968
C -6.6818 0.7877 -1.8576
H -1.2184 5.0783 0.6888
H -0.4386 -4.8158 2.8411
P -1.6430 -0.4320 0.8078
C -4.4442 -0.5539 -2.8553
C 0.2415 -3.9570 -1.7904
C 3.1893 -5.3192 1.7889
C 1.8699 0.8364 3.4825
C -2.9099 5.7274 -0.4845
C -4.6532 2.0297 2.0503
C -5.4247 1.3868 -1.7672
C -5.7105 -1.1306 -2.9560
C -3.1908 0.1677 1.5200
O 4.9476 -1.1660 3.5445
C -2.6861 -4.3283 0.3304
H 4.2066 -5.1271 1.4134
C -5.6071 1.1411 2.5495
C 1.0018 0.6082 -1.7971
C 1.8775 -4.7216 -0.1768
C -3.7840 4.1074 -2.0683
C -1.8813 3.5492 -0.6643
H 1.4571 0.1986 -0.8946
C 2.0287 -2.4575 -1.0749
H 1.6821 -7.3346 -0.4492
H -0.2970 -2.3586 2.6691
H -1.4813 1.4087 3.1278
H 4.6902 -4.5188 6.4607
C -3.8178 5.3788 -1.4884
C 0.2201 -1.6890 -2.6404
H -2.3862 -0.2655 -4.6415
C -6.8304 -0.4573 -2.4682
C 0.6124 1.3970 3.7022
H -2.0528 -6.0781 1.4354
C 1.7475 2.8685 -1.0735
C 5.2667 -1.6331 4.6758
C 2.4864 -3.4354 -0.2186
H 3.2235 -6.1425 2.5116
H 2.2009 4.8736 -0.4586
H 8.1394 -1.9300 6.5916
H -3.1186 -2.4208 -0.6020
H 3.3265 -3.2277 0.4507
H -4.5640 6.0988 -1.8215
H 0.1203 0.1542 -3.7197
C 1.3259 3.9101 -3.6221
C -2.8137 3.1798 -1.6422
C -3.4523 1.5447 1.5399
H -5.3041 2.3536 -1.2733
H 3.2007 6.4309 -1.1450
C -1.9353 4.8132 -0.0839
H 2.1194 6.5760 -4.8952
H 6.8986 -0.2798 5.1921
C 0.4300 -0.2779 -2.7625
C 1.1952 2.5501 -3.4007
H 3.4736 -2.7927 5.1185
H 2.5795 -1.5211 -1.1791
N 1.9340 6.1199 -2.8228
C -1.6729 -2.2308 0.9940
H 0.4545 6.3327 -4.3114
C -2.1313 0.7388 -4.9795
C 0.8550 -2.6660 -1.8488
H 2.7149 -7.7191 0.9572
```

Calculated values
2S+1: 1
HOMO level: -4.003 eV
molecular weight: 1033.5 g/mol
total energy: -94397.1347 eV

Mulliken population analysis, charges in e, atoms 1 to 4: number 1, H, carries 0.516; number 2, H, carries 0.450; number 3, C, carries -0.742; number 4, H, carries 0.253

Computed, not measured: C13H17IMgN2 as an isolated structure at a distorted geometry, with wB97M-V/def2-TZVPD.

```
34
C13H17IMgN2 (wB97M-V/def2-TZVPD)
H 0.3747 -0.7757 4.3782
H -0.8137 1.6377 2.6348
H 0.7547 -1.0175 -3.9123
C -0.5217 0.9231 3.4442
H 0.8842 4.5023 -1.4024
C 0.5496 -1.4584 -2.9213
H 0.1307 -1.6960 3.0679
C 0.4379 -2.8708 -2.8766
H 0.5704 -3.4665 -3.7885
I 2.3632 -0.5025 2.2946
C 0.4937 2.6637 -0.3892
C 0.8671 1.3949 -2.8622
C 0.1606 -3.4931 -1.6410
H -0.2060 -3.1560 0.5222
Mg 0.0637 -0.0322 1.0001
C 0.3972 -0.7416 -1.7218
H -2.6669 0.3842 2.2429
C 0.5445 0.6888 -1.6907
N 0.1222 -1.3838 -0.5555
C 0.8141 3.4256 -1.5265
H -1.2635 1.1985 4.1778
H 1.2967 3.4018 -3.6534
H 0.4516 1.2986 3.6713
C -0.2299 -0.6811 3.4610
H -2.4507 0.7958 0.4976
C -2.1849 0.0774 1.2963
H 0.3102 3.1235 0.6012
H 0.0601 -4.5658 -1.5444
H -1.2474 -1.1161 3.6737
N 0.4054 1.3301 -0.4988
C 0.0076 -2.7148 -0.4668
H -2.5127 -0.9675 1.1010
H 1.0263 0.9777 -3.8577
C 1.0110 2.8157 -2.7557
```

Calculated values
2S+1: 1
HOMO level: -6.685 eV
molecular weight: 352.5 g/mol
total energy: -30281.2842 eV

Mulliken population analysis, charges in e, atoms 1 to 4: number 1, H, carries 0.479; number 2, H, carries 0.273; number 3, H, carries 0.240; number 4, C, carries -1.067

Computed, not measured: C34H26AsF6N2O3PRbS as an isolated structure, with wB97M-V/def2-TZVPD.

```
75
C34H26AsF6N2O3PRbS (wB97M-V/def2-TZVPD)
C 0.7887 -3.6419 -1.8998
C -0.2901 -1.4926 -2.1999
C -0.7599 5.1320 2.6880
C -4.2515 -3.4593 -2.8117
H -1.7687 -0.1798 -4.2277
C -3.2859 -2.4722 -2.8893
H 1.8156 4.2750 5.3117
C -2.9973 -1.6568 -1.7942
H -5.1965 -3.0189 0.4084
H -3.0105 0.8089 -3.4504
Rb 0.8247 2.2911 -0.1148
H -5.6985 -4.4406 -1.5598
H -4.4111 -1.6876 2.8427
F 1.5518 4.7409 0.3691
C -4.6729 -2.8644 -0.5270
C 0.7505 -1.1242 -3.0490
C 0.9757 -3.1887 1.3693
C 0.6368 3.4988 3.7322
S 1.1957 1.9055 3.8442
H -3.5861 0.6194 2.3997
C 3.7910 0.2614 -0.8567
H 5.6127 -2.6010 -0.7008
C -0.3511 6.1400 3.5179
C 0.6017 5.8292 4.4920
C 1.7892 -2.0030 -3.3244
H 1.7018 -3.9780 1.2450
C 3.6652 -2.3614 0.1499
H -0.7465 7.1361 3.3804
F 5.0025 4.8382 -0.2032
O -0.1803 1.6738 -2.4610
C -2.5528 -2.6051 2.3735
C -0.2808 -3.4601 1.8119
F 3.5120 5.3156 1.7388
C -0.7785 -1.1041 1.6324
C 4.8502 -0.6297 -1.0559
C -1.9694 0.4814 -3.3768
H 2.5933 -1.6835 -3.9749
O -1.0954 2.4915 -4.3537
P -1.6768 -0.3522 -1.7662
C -2.9260 -0.2246 2.2522
H -1.4641 5.2487 1.8786
C 2.5787 -1.5052 0.3568
N 0.4625 -0.8578 1.1412
F 2.9839 4.2337 -1.5347
H -4.4553 -4.0855 -3.6725
N -0.2861 3.8738 2.7817
C -4.9498 -3.6605 -1.6253
H -3.4771 -1.2616 0.2517
O -0.7374 3.0114 1.9149
H 5.7325 -0.2977 -1.5923
H -1.2719 1.0081 1.6610
H 0.7980 -4.6176 -1.4284
C -1.2192 -2.4079 1.9404
F 3.1337 6.4645 -0.4487
H 3.8239 1.2856 -1.2032
C -0.9950 1.6926 -3.4277
C -3.3889 -1.5361 2.5161
H -1.0283 -3.0724 -0.9392
H -2.7276 -2.3440 -3.8091
C 1.8130 -3.2668 -2.7581
C -3.7062 -1.8684 -0.6168
C 1.0683 4.5474 4.5804
H 0.9808 6.5923 5.1574
H 0.7705 -0.1285 -3.4675
F 3.3840 3.1269 0.5811
C -0.2427 -2.7616 -1.6210
H 3.6385 -3.3782 0.5244
H -2.8930 -3.6126 2.5881
C 1.2990 -1.8513 1.0122
H 2.6314 -3.9455 -2.9637
As 3.2782 4.8118 0.0907
C 2.7357 -0.2482 -0.1618
C 4.7822 -1.9217 -0.5479
C -1.6484 -0.0018 1.8216
H -0.5765 -4.4750 2.0574
```

Calculated values
2S+1: 2
HOMO level (spin up / spin down): -1.710 / -1.709 eV
expectation value of S²: 0.760
charge: -2
molecular weight: 848.0 g/mol
total energy: -142730.8995 eV

Mulliken population analysis, charges in e, atoms 1 to 4: number 1, C, carries -0.858; number 2, C, carries 0.592; number 3, C, carries -0.157; number 4, C, carries -0.710

> The highest total energy belongs to which entry?

C6H4S

> Which formula does entry 4 have?

C34H26AsF6N2O3PRbS